No. 1
The following is a DFT calculation (wB97M-V/def2-TZVPD) of a 12-piece molecular cluster, C101H213Cl2N11O11 overall.

Summary:
SMILES = CC1(C)CCCC(C)(C)N1O.CC1(C)CCCC(C)(C)N1O.CC1(C)CCCC(C)(C)N1O.CC1(C)CCCC(C)(C)N1O.CC1(C)CCCC(C)(C)N1O.CC1(C)CCCC(C)(C)N1O.CC1(C)CCCC(C)(C)N1O.CC1(C)CCCC(C)(C)N1O.CC1(C)CCCC(C)(C)N1O.CC1(C)CCCC(C)(C)N1O.CC1(C)CCCC(C)(C)N1O.ClCCCl
frontier orbital gap = 8.24 eV
net charge = 0

Element x y z (Å)
1 C -31.93 14.44 -16.78
2 C -31.17 14.56 -18.13
3 C -30.87 13.08 -18.64
4 C -32.01 15.32 -19.21
5 C -32.07 16.79 -18.91
6 C -30.67 17.34 -19.02
7 C -29.65 16.74 -18.01
8 C -28.20 17.04 -18.50
9 C -29.96 17.37 -16.61
10 N -29.83 15.24 -17.97
11 O -29.10 14.66 -16.93
12 H -31.31 14.00 -15.99
13 H -32.26 15.41 -16.41
14 H -32.85 13.86 -16.88
15 H -31.84 12.57 -18.68
16 H -30.51 13.14 -19.66
17 H -30.29 12.45 -17.96
18 H -31.56 15.19 -20.20
19 H -33.03 14.94 -19.26
20 H -32.76 17.21 -19.63
21 H -32.49 16.94 -17.91
22 H -30.92 18.36 -18.72
23 H -30.23 17.28 -20.02
24 H -27.76 16.56 -19.38
25 H -27.55 16.69 -17.70
26 H -28.14 18.11 -18.70
27 H -29.22 17.07 -15.87
28 H -30.91 16.91 -16.32
29 H -30.07 18.45 -16.66
30 H -28.45 14.09 -17.34
31 C -24.56 12.95 -16.55
32 C -25.01 13.06 -18.10
33 C -25.39 14.58 -18.37
34 C -23.79 12.75 -18.92
35 C -24.17 12.48 -20.44
36 C -25.31 11.46 -20.54
37 C -26.52 11.77 -19.66
38 C -27.43 12.76 -20.40
39 C -27.28 10.46 -19.50
40 N -26.12 12.18 -18.32
41 O -27.20 12.39 -17.44
42 H -23.70 13.54 -16.25
43 H -25.35 13.44 -15.98
44 H -24.47 11.91 -16.22
45 H -26.26 14.93 -17.81
46 H -24.62 15.22 -17.93
47 H -25.49 14.83 -19.42
48 H -23.06 13.56 -18.88
49 H -23.41 11.81 -18.52
50 H -24.32 13.30 -21.14
51 H -23.32 11.90 -20.79
52 H -24.93 10.46 -20.31
53 H -25.66 11.51 -21.57
54 H -28.18 13.24 -19.77
55 H -27.82 12.25 -21.28
56 H -26.78 13.59 -20.69
57 H -26.73 9.76 -18.87
58 H -27.44 9.86 -20.40
59 H -28.23 10.61 -18.97
60 H -26.97 11.75 -16.75
61 C -21.86 14.90 -9.34
62 C -21.44 13.97 -10.49
63 C -19.91 14.19 -10.85
64 C -21.58 12.49 -9.87
65 C -21.70 11.37 -10.95
66 C -22.81 11.69 -12.02
67 C -22.76 13.15 -12.63
68 C -21.87 13.25 -13.92
69 C -24.19 13.38 -13.13
70 N -22.41 14.21 -11.59
71 O -22.42 15.48 -12.11
72 H -21.75 15.98 -9.39
73 H -22.93 14.81 -9.14
74 H -21.43 14.64 -8.37
75 H -19.27 13.79 -10.07
76 H -19.71 13.82 -11.85
77 H -19.62 15.24 -10.88
78 H -20.77 12.29 -9.18
79 H -22.50 12.53 -9.28
80 H -20.76 11.28 -11.49
81 H -21.97 10.39 -10.56
82 H -23.81 11.50 -11.64
83 H -22.78 10.94 -12.82
84 H -21.95 14.18 -14.48
85 H -22.15 12.40 -14.54
86 H -20.78 13.24 -13.81
87 H -24.50 12.53 -13.74
88 H -24.24 14.32 -13.69
89 H -24.99 13.40 -12.38
90 H -23.05 15.90 -11.52
91 C -28.66 17.18 -5.76
92 C -28.66 16.82 -7.21
93 C -28.82 15.35 -7.34
94 C -29.86 17.49 -7.89
95 C -29.64 17.57 -9.41
96 C -28.34 18.22 -9.85
97 C -27.09 17.45 -9.26
98 C -26.82 16.13 -9.95
99 C -25.85 18.31 -9.54
100 N -27.36 17.30 -7.78
101 O -26.20 16.83 -7.07
102 H -28.40 18.22 -5.56
103 H -29.61 16.92 -5.29
104 H -27.90 16.61 -5.22
105 H -27.91 14.81 -7.09
106 H -29.50 14.92 -6.60
107 H -29.16 15.07 -8.34
108 H -30.71 16.82 -7.74
109 H -30.13 18.39 -7.35
110 H -29.72 16.59 -9.87
111 H -30.53 18.13 -9.71
112 H -28.30 19.29 -9.60
113 H -28.21 18.22 -10.93
114 H -26.15 15.50 -9.37
115 H -26.48 16.12 -10.98
116 H -27.75 15.55 -9.92
117 H -25.78 19.26 -9.01
118 H -25.83 18.55 -10.60
119 H -24.91 17.88 -9.20
120 H -25.86 17.59 -6.60
121 C -22.11 20.13 -15.22
122 C -22.60 19.24 -14.10
123 C -21.38 18.67 -13.41
124 C -23.34 20.17 -12.99
125 C -24.64 20.61 -13.49
126 C -25.52 19.36 -13.86
127 C -24.92 18.24 -14.82
128 C -25.70 16.93 -14.70
129 C -25.09 18.82 -16.27
130 N -23.44 18.07 -14.47
131 O -22.83 17.12 -15.27
132 H -22.93 20.69 -15.67
133 H -21.37 20.86 -14.88
134 H -21.53 19.63 -15.99
135 H -20.71 18.07 -14.03
136 H -20.77 19.50 -13.06
137 H -21.73 18.01 -12.61
138 H -23.49 19.56 -12.10
139 H -22.72 20.86 -12.42
140 H -25.22 21.22 -12.80
141 H -24.38 21.28 -14.31
142 H -26.34 19.89 -14.34
143 H -26.09 19.01 -12.99
144 H -25.13 16.17 -15.22
145 H -26.69 17.02 -15.14
146 H -25.83 16.62 -13.66
147 H -26.15 18.93 -16.52
148 H -24.68 18.07 -16.95
149 H -24.57 19.76 -16.45
150 H -22.85 16.35 -14.70
151 C -32.14 22.13 -11.11
152 C -30.75 22.38 -11.58
153 C -29.94 22.58 -10.27
154 C -30.22 21.06 -12.31
155 C -29.05 21.30 -13.23
156 C -29.49 22.37 -14.25
157 C -29.77 23.79 -13.69
158 C -28.44 24.51 -13.28
159 C -30.47 24.61 -14.78
160 N -30.66 23.58 -12.51
161 O -30.98 24.75 -11.79
162 H -32.87 21.85 -11.88
163 H -32.27 21.37 -10.34
164 H -32.61 22.95 -10.58
165 H -28.91 22.84 -10.51
166 H -30.23 23.46 -9.70
167 H -29.81 21.63 -9.76
168 H -30.00 20.32 -11.55
169 H -31.09 20.61 -12.80
170 H -28.05 21.39 -12.79
171 H -28.88 20.42 -13.86
172 H -30.37 22.04 -14.80
173 H -28.73 22.41 -15.04
174 H -28.47 24.85 -12.25
175 H -28.27 25.39 -13.91
176 H -27.59 23.85 -13.46
177 H -29.81 24.62 -15.65
178 H -30.55 25.68 -14.55
179 H -31.41 24.19 -15.12
180 H -30.22 24.91 -11.21
181 C -21.25 18.26 -18.67
182 C -21.90 17.59 -19.92
183 C -21.88 16.05 -19.83
184 C -23.53 17.88 -20.01
185 C -23.83 19.34 -20.34
186 C -23.10 19.66 -21.65
187 C -21.54 19.39 -21.74
188 C -21.13 19.37 -23.23
189 C -20.76 20.56 -20.98
190 N -21.33 17.99 -21.17
191 O -20.06 17.55 -21.32
192 H -21.39 19.33 -18.57
193 H -21.41 17.67 -17.76
194 H -20.16 18.21 -18.77
195 H -22.21 15.69 -18.85
196 H -22.46 15.69 -20.67
197 H -20.87 15.72 -20.07
198 H -24.05 17.22 -20.70
199 H -23.85 17.74 -18.98
200 H -24.91 19.47 -20.47
201 H -23.46 19.94 -19.52
202 H -23.23 20.71 -21.90
203 H -23.58 19.08 -22.44
204 H -20.07 19.20 -23.43
205 H -21.27 20.29 -23.80
206 H -21.78 18.65 -23.73
207 H -20.57 21.40 -21.66
208 H -19.84 20.18 -20.54
209 H -21.43 20.80 -20.17
210 H -19.59 18.09 -20.68
211 C -20.12 20.31 -7.80
212 C -19.93 18.94 -8.54
213 C -21.26 18.67 -9.30
214 C -18.86 19.22 -9.64
215 C -17.41 18.99 -9.28
216 C -17.33 17.60 -8.58
217 C -18.18 17.40 -7.39
218 C -18.13 15.87 -7.02
219 C -17.68 18.30 -6.27
220 N -19.57 17.79 -7.71
221 O -20.52 17.41 -6.78
222 H -19.26 20.76 -7.30
223 H -20.44 21.00 -8.57
224 H -20.84 20.15 -7.00
225 H -21.23 17.92 -10.09
226 H -22.09 18.37 -8.66
227 H -21.63 19.52 -9.87
228 H -18.99 18.67 -10.57
229 H -18.93 20.27 -9.92
230 H -16.75 19.02 -10.15
231 H -17.20 19.83 -8.62
232 H -16.28 17.45 -8.32
233 H -17.54 16.95 -9.43
234 H -17.10 15.60 -6.79
235 H -18.58 15.26 -7.80
236 H -18.59 15.70 -6.04
237 H -17.70 19.36 -6.50
238 H -16.69 18.04 -5.88
239 H -18.25 18.10 -5.36
240 H -20.87 16.55 -7.02
241 C -18.59 17.77 -15.86
242 C -17.64 17.34 -14.72
243 C -18.14 17.86 -13.42
244 C -17.72 15.80 -14.64
245 C -16.82 15.21 -13.67
246 C -15.33 15.56 -13.92
247 C -15.05 17.07 -14.21
248 C -14.78 17.89 -12.87
249 C -13.82 17.13 -15.12
250 N -16.19 17.63 -15.03
251 O -15.96 18.94 -15.37
252 H -18.26 17.39 -16.83
253 H -19.63 17.44 -15.84
254 H -18.55 18.85 -15.96
255 H -18.59 18.85 -13.48
256 H -18.74 17.11 -12.92
257 H -17.37 18.04 -12.67
258 H -18.74 15.46 -14.43
259 H -17.60 15.37 -15.64
260 H -17.08 15.36 -12.63
261 H -16.97 14.16 -13.92
262 H -14.84 14.88 -14.61
263 H -14.89 15.29 -12.96
264 H -15.13 18.92 -12.90
265 H -13.75 17.95 -12.51
266 H -15.39 17.48 -12.07
267 H -13.83 16.75 -16.14
268 H -13.02 16.60 -14.59
269 H -13.40 18.14 -15.11
270 H -16.07 18.84 -16.32
271 C -25.40 26.97 -8.13
272 C -25.68 25.62 -8.79
273 C -27.18 25.45 -8.65
274 C -25.32 25.68 -10.31
275 C -25.43 24.29 -10.97
276 C -24.56 23.28 -10.27
277 C -24.94 23.06 -8.76
278 C -26.29 22.40 -8.59
279 C -23.82 22.15 -8.10
280 N -24.88 24.48 -8.19
281 O -25.07 24.38 -6.82
282 H -24.35 27.28 -8.14
283 H -25.92 27.78 -8.64
284 H -25.66 26.74 -7.09
285 H -27.78 26.30 -8.95
286 H -27.59 24.60 -9.19
287 H -27.37 25.21 -7.60
288 H -25.90 26.41 -10.88
289 H -24.31 26.09 -10.39
290 H -26.46 23.94 -11.03
291 H -25.20 24.49 -12.01
292 H -23.56 23.71 -10.32
293 H -24.45 22.34 -10.81
294 H -26.88 22.70 -7.73
295 H -26.35 21.32 -8.55
296 H -26.90 22.50 -9.50
297 H -24.06 22.10 -7.04
298 H -22.81 22.56 -8.13
299 H -23.55 21.21 -8.59
300 H -24.19 24.53 -6.48
301 C -21.11 26.43 -17.35
302 C -22.37 25.52 -17.51
303 C -22.74 25.42 -18.99
304 C -22.17 24.10 -16.94
305 C -22.28 23.93 -15.42
306 C -23.51 24.62 -14.91
307 C -23.67 26.15 -15.34
308 C -25.15 26.46 -14.96
309 C -22.60 26.98 -14.52
310 N -23.54 26.20 -16.84
311 O -23.83 27.54 -17.39
312 H -21.22 27.42 -17.77
313 H -20.81 26.58 -16.31
314 H -20.20 26.11 -17.86
315 H -23.68 24.89 -19.19
316 H -23.01 26.37 -19.44
317 H -21.96 25.06 -19.66
318 H -22.88 23.37 -17.33
319 H -21.11 23.95 -17.14
320 H -22.31 22.84 -15.33
321 H -21.32 24.15 -14.95
322 H -23.56 24.50 -13.82
323 H -24.36 24.09 -15.34
324 H -25.84 25.72 -15.36
325 H -25.52 27.39 -15.40
326 H -25.17 26.50 -13.87
327 H -21.65 26.49 -14.36
328 H -23.11 27.50 -13.71
329 H -22.37 27.82 -15.19
330 H -24.67 27.33 -17.80
331 Cl -26.25 22.19 -17.04
332 C -26.79 21.42 -18.49
333 C -28.20 21.74 -18.78
334 Cl -29.30 21.19 -17.54
335 H -26.55 20.36 -18.42
336 H -26.10 21.72 -19.28
337 H -28.43 21.21 -19.71
338 H -28.41 22.80 -18.92

Mulliken population analysis, charges in e, atoms 1 to 8: atom 1 (C): -1.68, atom 2 (C): 1.23, atom 3 (C): -2.00, atom 4 (C): -1.33, atom 5 (C): -0.76, atom 6 (C): -0.90, atom 7 (C): 1.64, atom 8 (C): -1.10


No. 2
The following is a DFT calculation (wB97M-V/def2-TZVPD) of C10AlF30N5O20S10 as an isolated structure.

Summary:
energy above the lowest of the compared OMol25 structures with the same formula, charge and spin = 0.00 kJ/mol
frontier orbital gap = 8.87 eV
net charge = -2

Element x y z (Å)
1 Al -2.09 -0.24 -0.02
2 C -0.55 -1.80 3.35
3 F -1.38 -1.85 4.41
4 F 0.69 -2.22 3.68
5 F -1.04 -2.52 2.44
6 S -0.59 -0.09 2.67
7 O 0.73 -0.11 2.13
8 O -1.70 0.04 1.65
9 N -0.70 0.87 3.83
10 S 0.15 1.28 5.08
11 O -0.59 2.12 5.93
12 O 0.97 0.22 5.67
13 C 1.55 2.40 4.55
14 F 2.45 1.96 3.65
15 F 0.91 3.54 4.09
16 F 2.21 2.79 5.68
17 C -5.23 1.23 2.53
18 F -5.47 2.48 3.11
19 F -4.36 0.69 3.28
20 F -6.37 0.56 2.64
21 S -4.59 1.45 0.81
22 O -5.65 2.22 0.21
23 O -3.29 2.13 0.83
24 N -4.07 0.01 0.22
25 S -5.12 -0.89 -0.73
26 O -5.92 -0.11 -1.58
27 O -4.35 -1.95 -1.38
28 C -6.33 -1.61 0.43
29 F -6.67 -2.79 -0.10
30 F -5.80 -1.76 1.63
31 F -7.51 -0.85 0.36
32 C 6.64 -0.01 -1.23
33 F 7.86 -0.53 -1.12
34 F 6.50 0.24 -2.56
35 F 5.73 -0.99 -0.91
36 S 6.50 1.46 -0.07
37 O 6.11 0.78 1.12
38 O 7.87 1.93 -0.20
39 N 5.28 2.35 -0.57
40 S 5.29 3.74 -1.23
41 O 6.59 3.97 -1.76
42 O 4.11 4.12 -2.00
43 C 5.06 4.96 0.13
44 F 6.09 4.98 0.97
45 F 4.93 6.16 -0.56
46 F 3.95 4.75 0.84
47 C -1.88 2.87 -2.28
48 F -3.15 2.97 -1.89
49 F -1.61 3.72 -3.32
50 F -0.97 3.08 -1.33
51 S -1.60 1.05 -2.80
52 O -1.47 0.37 -1.44
53 O -2.72 0.68 -3.56
54 N -0.17 0.78 -3.42
55 S 0.15 0.64 -5.03
56 O 0.16 -0.72 -5.25
57 O -0.46 1.57 -5.95
58 C 1.86 1.38 -5.17
59 F 2.34 1.28 -6.57
60 F 1.82 2.63 -4.74
61 F 2.71 0.86 -4.33
62 C -0.06 -3.01 -2.05
63 F 1.22 -3.33 -1.63
64 F -0.14 -1.68 -2.22
65 F -0.37 -3.54 -3.23
66 S -1.34 -3.34 -0.83
67 O -1.63 -2.12 -0.02
68 O -2.46 -3.83 -1.58
69 N -0.51 -4.10 0.23
70 S -0.81 -5.60 0.68
71 O -1.53 -5.67 1.92
72 O -1.28 -6.46 -0.38
73 C 0.97 -6.24 1.00
74 F 1.68 -6.32 -0.14
75 F 1.59 -5.53 1.90
76 F 0.88 -7.53 1.49

Mulliken population analysis, charges in e, atoms 1 to 8: atom 1 (Al): -1.03, atom 2 (C): 0.59, atom 3 (F): -0.23, atom 4 (F): -0.16, atom 5 (F): -0.12, atom 6 (S): 0.99, atom 7 (O): -0.78, atom 8 (O): 0.78


Number 1: highest occupied orbital energy -7.923 eV. Number 2: highest occupied orbital energy -5.603 eV.